{"formula": "C18H40N5OP3Pd", "method": "wB97M-V/def2-TZVPD", "species": ["Pd", "P", "P", "P", "H", "C", "C", "H", "C", "C", "C", "C", "C", "C", "C", "C", "C", "H", "H", "H", "H", "H", "H", "H", "H", "H", "H", "H", "H", "H", "H", "H", "H", "H", "H", "H", "H", "H", "H", "H", "H", "H", "H", "H", "H", "H", "C", "C", "C", "C", "C", "C", "O", "H", "H", "H", "H", "H", "H", "N", "N", "N", "C", "N", "N", "H", "H", "H"], "positions_angstrom": [[0.091594, -0.143248, -0.646620], [-1.092566, -1.493490, -2.209203], [2.322901, -0.669426, -0.772992], [-0.709695, 1.902679, -1.468436], [-2.849604, -0.184818, 3.162660], [-3.638834, 0.369659, 2.643264], [-4.473296, -0.213505, 1.765004], [-4.438883, -1.279468, 1.539482], [-1.250533, -3.254725, -1.760208], [-0.352312, -1.533549, -3.878226], [-2.825979, -0.984574, -2.469549], [3.106972, -0.851657, 0.861454], [2.633324, -2.315442, -1.485925], [3.357414, 0.531327, -1.655595], [-2.453996, 2.170032, -1.006682], [-0.641878, 2.050566, -3.290809], [0.143619, 3.404683, -0.899166], [-3.754035, 1.423780, 2.921673], [-5.249888, 0.373397, 1.265435], [-1.974371, -3.356215, -0.939165], [-0.277475, -3.647165, -1.437167], [-1.602054, -3.838595, -2.621705], [0.708206, -1.803440, -3.819768], [-0.443853, -0.553629, -4.360425], [-0.876963, -2.283654, -4.484171], [-3.298965, -0.786467, -1.498789], [-3.372414, -1.797116, -2.967279], [-2.883013, -0.089208, -3.100212], [4.197983, -0.924577, 0.739198], [2.700099, -1.762369, 1.325776], [2.842096, 0.016319, 1.477560], [3.672309, -2.363599, -1.846699], [1.946519, -2.511076, -2.318394], [2.462943, -3.061282, -0.693475], [4.418363, 0.262650, -1.544085], [3.183820, 1.534479, -1.243504], [3.082032, 0.525158, -2.717621], [-2.724879, 3.220634, -1.174385], [-2.597397, 1.923304, 0.053571], [-3.109281, 1.518682, -1.596680], [-0.735989, 3.109532, -3.573216], [-1.447171, 1.475311, -3.765542], [0.322601, 1.671611, -3.655137], [-0.408404, 4.291509, -1.243061], [1.162065, 3.424050, -1.306627], [0.210226, 3.423465, 0.195338], [0.873549, 1.833998, 2.564373], [2.163395, 1.861316, 3.130646], [2.691505, 3.073437, 3.583045], [1.881285, 4.217002, 3.607723], [0.557514, 4.160534, 3.147099], [0.042025, 2.971614, 2.624708], [0.450013, 0.684106, 1.935892], [0.213980, 0.822236, 0.930584], [2.756660, 0.955137, 3.160026], [3.728951, 3.115654, 3.925049], [2.276133, 5.159085, 3.998078], [-0.100465, 5.032502, 3.175596], [-0.979512, 2.906394, 2.246402], [1.135723, -4.978084, 2.502384], [0.333552, -4.037459, 1.875831], [-0.953900, -3.881767, 2.273194], [-1.211119, -2.653858, 1.791586], [-0.165932, -2.091204, 1.178099], [0.861357, -2.949554, 1.300365], [0.584514, -5.801220, 2.703077], [1.952565, -5.153381, 1.928748], [-2.173148, -2.167022, 1.917596]], "forces_ev_per_a": [[-1.0, -0.8, -0.6], [-0.6, -0.6, -1.3], [1.7, -0.3, -0.1], [-0.3, 1.0, -0.8], [-0.3, 0.1, 0.0], [-0.3, -0.2, -0.5], [0.6, 0.6, 0.4], [0.0, 0.2, 0.0], [0.2, 0.0, 0.5], [0.1, 0.2, 0.2], [0.0, 0.1, 0.2], [-0.4, 0.2, 0.2], [-0.3, 0.0, -0.2], [-0.3, 0.1, -0.2], [0.0, -0.3, 0.2], [0.2, -0.2, 0.1], [0.3, -0.2, 0.2], [0.1, -0.4, -0.1], [0.2, -0.3, 0.2], [0.1, -0.1, -0.2], [-0.2, 0.0, -0.1], [0.0, 0.2, 0.2], [-0.2, 0.1, -0.1], [0.0, -0.3, 0.1], [0.1, 0.2, 0.1], [0.0, 0.0, -0.2], [0.2, 0.1, 0.1], [0.0, -0.3, 0.2], [-0.3, 0.0, 0.0], [0.5, 0.6, -0.1], [0.3, -0.4, -0.2], [-0.3, -0.1, 0.1], [0.4, -0.1, 0.1], [0.2, 0.3, -0.4], [-0.3, 0.0, -0.1], [0.1, -0.2, -0.1], [0.2, 0.1, 0.2], [0.1, -0.2, -0.1], [-0.1, 0.1, -0.2], [0.1, 0.3, 0.2], [0.0, -0.3, 0.1], [0.2, 0.2, 0.1], [-0.2, 0.2, 0.0], [0.1, -0.2, 0.0], [-0.2, 0.1, 0.0], [0.0, 0.1, -0.3], [-0.7, -0.9, -0.8], [1.2, 1.0, 0.8], [0.2, -2.1, -0.3], [0.3, 0.8, 0.3], [-1.9, -1.0, -0.9], [0.1, 1.6, 0.3], [0.7, 1.3, -0.1], [0.0, 0.7, 2.3], [0.0, 0.2, 0.1], [-0.4, 0.0, 0.0], [-0.1, -0.3, -0.1], [0.4, -0.2, 0.1], [0.3, 0.1, 0.2], [-2.2, 2.0, -3.1], [-0.1, -0.8, 3.1], [0.1, 1.1, -0.8], [-1.4, -2.6, 1.5], [4.1, -1.6, -0.3], [-1.8, 2.0, -1.2], [-0.4, -0.7, 0.9], [1.0, 0.0, 0.2], [0.1, -0.1, 0.0]], "total_charge": 4, "spin_multiplicity": 5, "total_energy_ha": -2209.08233, "gap_ev": [6.93, 2.81], "e_homo_ev": [-19.7, -19.7], "s_squared": 6.04}